The following is a DFT calculation (ωB97M-V/def2-TZVPD) of 4 unconnected molecules or ions with the total composition C2H11NO5 at a distorted geometry.

- charge = 0
- multiplicity = 1
- orbital gap (eV) = 10.71
- E_tot (a.u.) = -513.72523
- SMILES = O=CNCO.O.O.O
- LUMO level (Ha) = 0.021
- ΔE to the lowest compared entry with this formula, charge and spin (eV) = 1.7020

CARTESIAN COORDINATES (ANGSTROEM)
1 O 0.42234 0.43678 -1.10228
2 C 0.69361 -0.59850 -1.64466
3 N -0.13955 -1.71074 -1.49874
4 C -1.53765 -1.44227 -1.18991
5 O -2.19250 -0.46936 -1.90899
6 H 1.56169 -0.56503 -2.32852
7 H -0.00841 -2.40718 -2.23362
8 H -2.06676 -2.28911 -1.45132
9 H -1.37858 -1.08382 -0.10050
10 H -1.89137 0.43312 -1.75437
11 O 1.61830 1.34461 2.08959
12 H 1.65422 2.11781 1.53686
13 H 1.93225 1.32068 2.95504
14 O 0.27496 -1.09544 2.14550
15 H 0.10444 -0.22771 2.57231
16 H 1.23922 -1.18869 2.25320
17 O -0.02161 2.84387 0.64476
18 H -0.03317 2.14843 1.25410
19 H -0.23142 2.43255 -0.23842

The following is a DFT calculation (ωB97M-V/def2-TZVPD) of a molecular structure, C9H17N2 at a distorted geometry.

- ⟨S²⟩ = 2.0064
- charge = +1
- multiplicity = 3
- orbital gap (alpha / beta) (eV) = 6.78 / 7.13
- E_tot (a.u.) = -462.18893
- LUMO level (alpha / beta) (Ha) = -0.141 / -0.284
- ΔE to the lowest compared entry with this formula, charge and spin (eV) = 0.0000

CARTESIAN COORDINATES (ANGSTROEM)
1 C 1.22841 -1.01978 2.39010
2 C 1.40822 1.30894 1.42686
3 C 0.52440 1.35321 0.13486
4 C 0.83228 -1.09008 0.33569
5 C -0.20350 -0.04186 0.02185
6 C 1.38316 1.72898 -1.06608
7 C -1.34815 -0.05520 1.04061
8 C -1.50423 -1.59812 -1.53575
9 C -0.73694 -0.28553 -1.40504
10 N 1.71864 -0.05488 1.63088
11 N 0.74258 -1.89822 1.53308
12 H 1.26314 -1.10230 3.46742
13 H 2.33186 1.86407 1.25306
14 H 0.88293 1.73931 2.28429
15 H -0.24712 2.11892 0.24811
16 H 1.46928 -1.45507 -0.45887
17 H 2.16480 0.99573 -1.24859
18 H 1.85039 2.69352 -0.88545
19 H 0.77805 1.83345 -1.96147
20 H -1.01393 0.24602 2.03120
21 H -1.79762 -1.04091 1.11807
22 H -2.11833 0.64227 0.72320
23 H -0.91026 -2.43445 -1.17031
24 H -1.73364 -1.77822 -2.58229
25 H -2.44388 -1.57098 -0.99286
26 H -1.38679 0.54373 -1.68278
27 H 0.10174 -0.30519 -2.10083
28 H 0.49936 -2.87459 1.61771